3 unconnected molecules or ions with the total composition C16H35BN2O5S in a non-equilibrium geometry, computed with ωB97M-V/def2-TZVPD.

Geometry as XYZ:
```
60
Properties=species:S:1:pos:R:3:forces:R:3:mulliken_charge:R:1
C -1.08157 3.96651 2.47332 -0.8 -0.2 -0.3 -0.6951
C -2.53541 3.81628 2.86722 0.3 0.2 0.8 -0.4797
O -2.76908 2.53549 3.47715 0.7 -0.1 -0.4 -0.5912
B -3.02866 1.49976 2.65926 -0.8 -0.2 0.3 0.9080
O -4.03196 1.51268 1.72227 0.6 -0.2 -0.1 -0.4537
O -2.32221 0.27373 2.82579 -0.5 -0.5 -0.3 -0.4338
C -1.23795 0.12711 2.06473 1.5 0.5 0.6 0.4556
O -0.17651 0.61694 2.33238 -0.2 0.1 -0.3 -0.4434
N -1.33757 -0.73391 0.93491 -1.4 -0.4 1.3 0.1070
S -2.92190 -1.19335 0.34418 -0.2 0.1 -0.9 -0.1293
O -0.53541 -0.27213 -0.11592 0.2 -0.5 -0.5 -0.2807
C -1.00205 0.83209 -0.61583 -0.1 1.8 -0.4 0.6448
N -1.32880 1.87577 -1.01299 0.2 -1.3 0.4 -0.5019
H -0.89926 3.46971 1.53546 0.3 -0.2 -0.5 0.0363
H -0.87674 5.02132 2.37302 0.3 0.3 -0.1 0.4836
H -0.46271 3.50026 3.21541 0.4 0.0 0.4 0.3026
H -3.20476 3.99608 2.03677 -0.3 0.0 -0.2 0.2534
H -2.73761 4.54516 3.63221 -0.4 0.3 0.3 0.3128
H -3.84322 2.12517 1.01299 -0.4 0.4 -0.4 0.2855
H -3.36887 -1.91933 1.37818 0.6 0.0 0.2 0.1676
C 4.91966 5.41975 -2.29475 0.1 0.0 0.1 -1.2095
C 4.78593 4.11137 -1.52015 0.0 0.0 -0.1 -0.4028
C 3.48492 3.36500 -1.81094 0.0 0.0 0.1 -0.6987
C 2.21007 4.11698 -1.42561 0.0 0.0 -0.1 -0.6486
C 2.12193 4.52498 0.04380 -0.1 -0.1 0.0 -0.3277
C 2.11560 3.33643 1.00072 0.1 0.2 0.0 -0.9894
H 4.13205 6.12685 -2.03132 0.0 0.0 0.0 0.2882
H 5.87497 5.89887 -2.07638 0.0 0.0 0.0 0.3809
H 4.87174 5.24095 -3.37068 0.0 0.0 0.0 0.2943
H 4.87783 4.30840 -0.44889 0.0 0.0 0.0 0.2431
H 5.62304 3.46018 -1.78437 0.0 0.0 0.0 0.3858
H 3.50897 2.40033 -1.29648 0.0 0.0 0.0 0.3017
H 3.44059 3.13267 -2.87966 0.0 0.0 0.0 0.3974
H 1.34892 3.48706 -1.67088 0.0 0.0 0.0 0.2535
H 2.11099 5.01056 -2.04817 0.0 0.0 0.0 0.3556
H 1.19892 5.09418 0.18627 0.0 0.0 0.0 0.2523
H 2.94134 5.20188 0.30091 0.0 0.0 0.0 0.3419
H 1.27870 2.66953 0.78949 0.0 -0.1 0.0 0.0572
H 2.02004 3.67815 2.03226 0.0 -0.1 0.0 0.3310
H 3.03786 2.75748 0.93416 0.0 0.0 0.0 0.4050
C 0.02663 -7.08267 -2.48861 0.0 -0.1 0.1 -1.1880
C -0.97548 -7.38642 -1.37812 0.0 0.0 -0.1 -0.3572
C -2.18883 -6.45777 -1.38601 0.0 0.0 0.1 -0.8006
C -1.87044 -4.97903 -1.15871 0.0 0.0 -0.1 -0.5200
C -1.13427 -4.67045 0.14312 -0.1 0.1 0.0 -0.0206
C -1.93288 -5.03752 1.39044 0.2 0.0 0.0 -1.2055
H 0.44669 -6.08084 -2.39046 0.0 0.0 0.0 0.2833
H 0.85715 -7.78901 -2.45931 0.0 0.0 0.0 0.3771
H -0.44560 -7.15997 -3.46981 0.0 0.0 0.0 0.2931
H -0.47231 -7.34396 -0.40855 0.0 0.0 0.0 0.2321
H -1.32790 -8.41428 -1.49505 0.0 0.0 0.0 0.3720
H -2.89945 -6.79907 -0.62807 0.0 0.0 0.0 0.3041
H -2.70539 -6.55718 -2.34560 0.0 0.0 0.0 0.3872
H -2.80884 -4.41559 -1.17746 0.0 0.0 0.0 0.2696
H -1.27968 -4.59993 -1.99709 0.0 0.0 0.0 0.3509
H -0.91824 -3.59910 0.16973 0.1 0.0 0.0 0.0230
H -0.16654 -5.17808 0.16403 0.0 0.0 0.0 0.2998
H -2.88812 -4.50727 1.41234 0.0 0.0 0.0 0.2036
H -1.38034 -4.77135 2.29294 0.0 0.0 0.0 0.3649
H -2.13796 -6.10745 1.44040 0.0 0.0 0.0 0.3714
```
Forces are in eV/Å.

Calculated values
**Spin multiplicity**: 1
**Largest force on an atom**: 1.99 eV/A
**LUMO**: 0.11 eV
**Orbital gap**: 0.3634 hartree
**Structure (SMILES)**: CCOB(O)OC(=O)N(S)OC#N.CCCCCC.CCCCCC